(1)
Formula: C42H74ClN7O8P2Si
Source: OMol25
Level of theory: ωB97M-V with the def2-TZVPD basis set

Summary:
- HOMO (Eh) = -0.279
- maximum force (eV/A) = 8.48
- 2S+1 = 1
- energy relative to the best compared isomer or geometry (same formula, charge and spin) (kJ/mol) = 3122.1

Element x y z (Å)
Cl (4.72, -2.82, -1.01)
P (-3.53, -7.73, 0.41)
P (-2.93, -1.06, 4.84)
Si (-0.34, 3.09, 2.09)
O (2.14, 6.12, -3.68)
O (1.01, 1.19, -0.81)
O (-1.07, 1.65, 1.39)
O (8.66, 5.97, -0.54)
O (-3.34, -0.20, 3.62)
O (-6.14, 5.74, -3.44)
O (-4.63, 5.61, -5.38)
O (-3.58, -6.78, 1.64)
N (8.37, 7.35, -2.65)
N (-1.85, -7.97, 0.65)
N (-2.28, -2.26, 3.80)
N (-3.81, -6.39, -0.66)
N (-3.46, -8.81, -1.00)
N (-2.45, -2.06, 6.24)
N (-4.60, -1.40, 5.20)
C (-2.73, -5.62, -1.29)
C (-2.35, 1.93, 0.73)
C (-0.72, 3.33, 3.98)
C (2.47, 2.14, -2.82)
C (-0.76, -7.98, -0.31)
C (-4.83, 5.94, -4.10)
C (6.51, 5.70, -3.59)
C (-2.18, 1.64, -0.87)
C (-4.76, -5.38, -0.14)
C (1.12, 2.04, -1.84)
C (9.16, 6.54, -1.65)
C (-3.22, -2.99, 7.04)
C (4.84, 1.01, -3.98)
C (2.85, 3.55, -3.64)
C (5.33, 6.21, -4.61)
C (6.90, 7.02, -2.64)
C (4.20, 3.69, -4.62)
C (4.28, -0.16, 0.17)
C (-2.41, 5.48, -2.94)
C (-1.67, 2.94, -1.73)
C (-2.79, 4.09, -2.11)
C (10.80, 6.35, -1.87)
C (-5.30, -2.58, 4.69)
C (4.45, -0.97, -1.24)
C (3.48, 0.84, -3.02)
C (-3.35, -8.51, -2.41)
C (1.84, 4.84, -3.49)
C (0.28, 4.51, -3.02)
C (-1.03, -2.09, 6.56)
C (-1.00, -1.89, 3.17)
C (-5.51, -0.26, 4.97)
C (-2.40, -3.70, 3.84)
C (1.60, 2.81, 1.99)
C (-0.08, 3.11, -2.18)
C (4.59, 5.03, -5.47)
C (-3.61, 6.58, -3.21)
C (-1.52, -8.84, 1.78)
C (-0.68, 4.73, 1.14)
C (-3.34, -10.24, -0.72)
C (-0.85, 5.67, -3.39)
C (5.23, 2.38, -4.79)
C (3.26, -0.64, -2.35)
H (-5.77, -0.14, 3.91)
H (0.30, 3.65, 4.51)
H (-3.65, -9.36, -3.03)
H (-4.06, 6.85, -2.14)
H (5.26, 0.52, 0.31)
H (-2.74, -3.19, 8.00)
H (5.86, 6.92, -5.41)
H (3.43, -1.43, -3.23)
H (11.27, 6.02, -0.83)
H (6.15, 4.84, -2.85)
H (-0.53, -2.94, 6.09)
H (2.18, 3.31, 2.87)
H (2.18, -0.85, -1.95)
H (5.34, 4.68, -6.32)
H (-2.09, -8.56, 2.67)
H (1.74, 1.64, 1.91)
H (7.48, 5.29, -4.12)
H (4.32, -0.95, 1.04)
H (5.46, -0.58, -1.74)
H (-0.26, 4.77, 0.05)
H (-3.13, -4.80, -1.90)
H (11.00, 5.54, -2.69)
H (-0.85, -2.15, 7.64)
H (-0.54, -1.17, 6.23)
H (-5.07, 0.68, 5.33)
H (-3.43, -4.04, 3.92)
H (-2.84, 2.97, 1.00)
H (-4.01, -7.70, -2.73)
H (-4.29, -4.70, 0.58)
H (0.21, -7.94, 0.19)
H (-2.05, -5.19, -0.55)
H (3.34, 0.53, 0.18)
H (-3.27, 1.38, -1.28)
H (-1.84, 4.99, 1.19)
H (-1.48, 4.19, 4.22)
H (-4.21, -2.60, 7.31)
H (6.19, 2.47, -5.46)
H (-0.76, -8.87, -0.94)
H (3.60, 5.38, -6.02)
H (-3.88, -10.85, -1.45)
H (-1.74, -9.88, 1.55)
H (-2.17, -6.22, -2.00)
H (-0.75, -7.10, -0.95)
H (1.90, 3.24, 0.92)
H (-3.33, -3.96, 6.54)
H (-0.52, 6.65, -3.96)
H (4.61, 6.90, -3.99)
H (-4.91, -3.50, 5.11)
H (-1.55, 0.65, -1.09)
H (-6.35, -2.58, 5.01)
H (-0.46, -8.76, 2.07)
H (6.34, 7.96, -3.11)
H (-5.62, -5.86, 0.35)
H (6.43, 6.90, -1.55)
H (-6.45, -0.39, 5.53)
H (-0.18, -1.93, 3.89)
H (-2.29, -10.56, -0.73)
H (-2.32, -8.28, -2.70)
H (-3.12, 1.11, 1.14)
H (-3.77, -10.47, 0.26)
H (11.29, 7.37, -2.21)
H (-5.18, -4.77, -0.96)
H (-0.13, 5.59, 1.75)
H (-3.21, 7.62, -3.64)
H (-1.04, 2.31, 4.52)
H (-2.06, -4.16, 2.91)
H (-1.05, -0.87, 2.77)
H (-5.28, -2.63, 3.60)
H (8.78, 7.30, -3.62)
H (-1.83, -4.16, 4.65)
H (-0.75, -2.54, 2.33)
H (-6.48, 4.84, -3.74)
H (5.56, 0.08, -4.10)
H (-3.92, 4.00, -1.77)


(2)
Formula: C42H74N7O15PS6
Source: OMol25
Level of theory: ωB97M-V with the def2-TZVPD basis set

Summary:
- HOMO (Eh) = -0.311
- maximum force (eV/A) = 3.82
- 2S+1 = 1

Element x y z (Å)
S (4.73, 1.73, 0.28)
S (1.93, -4.73, -2.93)
S (-1.89, 5.58, -2.79)
S (0.11, -0.59, -0.35)
S (1.26, 7.33, 0.83)
S (2.63, 0.47, -4.71)
P (-2.05, 2.35, 3.17)
O (-2.90, 5.61, -1.73)
O (-1.79, -6.13, 0.89)
O (3.18, 3.08, 6.66)
O (0.55, -2.91, -5.23)
O (-1.01, 1.92, 2.22)
O (5.57, 1.74, -0.99)
O (1.54, 1.18, -4.03)
O (2.30, 6.90, -0.15)
O (-1.47, -2.25, -4.98)
O (2.21, 3.84, 4.91)
O (-2.65, -3.65, 2.60)
O (-1.34, -2.99, 1.05)
O (-3.84, -6.67, 1.09)
O (0.45, -4.86, -2.83)
O (1.43, -1.31, -0.37)
N (-1.58, 2.80, 4.64)
N (-1.54, -3.62, 2.05)
N (-0.42, -2.22, -5.60)
N (-2.74, 3.78, 2.65)
N (-3.00, 1.01, 3.36)
N (-2.97, -6.06, 0.54)
N (2.69, 2.94, 5.56)
C (-4.93, -4.01, -1.83)
C (4.14, 0.06, 0.48)
C (-3.29, -5.21, -0.65)
C (1.68, 0.05, 3.46)
C (0.37, 1.18, -0.68)
C (2.88, -1.04, -3.69)
C (-3.96, -3.67, -2.74)
C (-1.81, 4.13, 5.30)
C (2.60, 1.59, 5.03)
C (-0.69, -5.23, 3.75)
C (2.36, -0.96, 4.13)
C (-0.07, -0.28, -9.34)
C (-1.42, -0.87, -7.44)
C (-0.44, -4.30, 2.74)
C (-2.70, 5.58, -4.48)
C (-2.64, -4.06, -2.61)
C (-2.92, -0.10, 2.50)
C (-2.25, -4.84, -1.47)
C (-0.67, -1.18, -1.90)
C (2.37, -4.47, -1.23)
C (1.89, -4.71, 2.84)
C (1.68, -5.69, 3.75)
C (0.41, -6.00, 4.21)
C (3.30, 0.62, 5.66)
C (-1.27, -0.45, -8.73)
C (5.90, 1.54, 1.71)
C (-0.30, 6.78, 0.01)
C (-3.99, 0.94, 4.41)
C (1.82, 1.33, 3.90)
C (-4.12, 4.06, 3.01)
C (-1.35, 3.76, -2.88)
C (-0.26, -1.43, -6.82)
C (0.82, -4.02, 2.23)
C (4.14, 1.24, -4.08)
C (1.11, -0.79, -8.72)
C (2.45, -6.46, -2.94)
C (-2.55, 4.02, 1.22)
C (-1.08, 1.68, 5.47)
C (3.15, -0.69, 5.22)
C (-4.64, -4.86, -0.82)
C (1.06, -1.37, -7.39)
C (1.31, 6.14, 2.21)
H (3.78, -1.63, -4.01)
H (-2.23, 4.82, 4.57)
H (3.60, -0.11, 1.41)
H (-3.06, -1.02, 3.02)
H (5.37, 1.66, 2.69)
H (0.95, -0.07, 2.67)
H (-3.97, 0.01, 4.87)
H (2.04, -3.50, -0.93)
H (5.00, -0.62, 0.43)
H (3.69, -1.50, 5.67)
H (-0.30, -0.72, -2.79)
H (1.46, 5.16, 1.76)
H (-3.45, 4.80, -4.65)
H (2.50, -6.28, 4.04)
H (1.84, -7.06, -2.21)
H (-5.03, 1.03, 3.98)
H (1.25, 2.15, 3.51)
H (-3.11, 6.58, -4.51)
H (3.43, -4.59, -1.16)
H (3.54, -6.54, -2.89)
H (3.96, 2.31, -4.25)
H (-0.30, 7.26, -0.95)
H (6.36, 0.58, 1.64)
H (-1.84, 5.42, -5.11)
H (-3.15, 3.35, 0.63)
H (-1.70, -5.45, 4.12)
H (-2.43, -0.94, -7.02)
H (-1.90, -3.82, -3.31)
H (-4.79, 3.41, 2.50)
H (-1.74, -0.97, -1.71)
H (-2.94, 5.03, 1.08)
H (3.54, -0.13, -0.41)
H (-1.23, -5.15, -1.31)
H (0.02, 0.17, -10.32)
H (1.86, -5.22, -0.67)
H (-0.41, -2.22, -1.85)
H (-0.24, 5.68, -0.03)
H (-3.73, -0.09, 1.72)
H (-0.73, 3.60, -3.77)
H (-4.36, 5.09, 2.76)
H (-4.35, 3.89, 4.08)
H (2.00, -1.64, -3.84)
H (-0.43, 2.06, 6.27)
H (0.96, -3.26, 1.43)
H (2.18, -1.98, 3.80)
H (-5.99, -3.71, -1.92)
H (0.42, 6.15, 2.78)
H (2.85, -4.49, 2.47)
H (2.11, -0.63, -9.11)
H (-1.20, 7.05, 0.52)
H (3.86, 0.81, 6.55)
H (2.19, -6.82, -3.93)
H (2.95, -0.78, -2.65)
H (-4.16, -3.08, -3.64)
H (-3.78, 1.71, 5.15)
H (-5.36, -5.20, -0.11)
H (-2.48, 3.99, 6.17)
H (-1.92, 1.09, 5.93)
H (-0.67, 3.61, -2.02)
H (-0.88, 4.55, 5.77)
H (-0.65, 1.57, -0.82)
H (2.18, 6.33, 2.82)
H (4.16, 1.01, -3.01)
H (-2.13, -0.23, -9.35)
H (-0.54, 0.98, 4.83)
H (1.81, -1.87, -6.80)
H (0.13, -6.83, 4.89)
H (-2.22, 3.10, -2.75)
H (0.84, 1.59, 0.23)
H (6.54, 2.42, 1.59)
H (-1.95, -0.13, 2.01)
H (-1.49, 3.96, 0.93)
H (0.96, 1.30, -1.60)
H (5.03, 0.80, -4.52)


(3)
Formula: C42H75Cl8F15O19
Source: OMol25
Level of theory: ωB97M-V with the def2-TZVPD basis set

Summary:
- HOMO (Eh) = -0.345
- maximum force (eV/A) = 4.47
- 2S+1 = 1

Element x y z (Å)
Cl (6.25, -2.54, -1.12)
Cl (-0.65, -2.45, 2.25)
Cl (0.52, -2.78, -4.33)
Cl (2.10, -5.18, -4.08)
Cl (5.69, -3.86, 1.50)
Cl (-0.39, 4.93, 3.31)
Cl (0.07, -1.23, -0.34)
Cl (-2.88, 6.07, 2.35)
F (-2.37, -7.74, -0.68)
F (3.41, -1.48, 2.90)
F (-1.19, -8.23, -2.41)
F (2.29, -2.47, 4.30)
F (-5.44, 3.45, 0.28)
F (-1.66, -6.13, -1.91)
F (-3.44, 2.53, 0.34)
F (5.38, 0.55, 2.36)
F (0.38, 4.43, -0.08)
F (7.19, 1.18, 3.33)
F (-1.03, 5.38, -1.36)
F (5.52, 2.61, 3.16)
F (-4.27, 3.35, -1.55)
F (1.07, 5.30, -1.88)
F (3.80, -1.02, 4.92)
O (0.08, 3.49, -3.36)
O (0.16, -5.93, -0.13)
O (5.06, 0.91, -3.95)
O (7.56, 1.42, 0.55)
O (0.78, -0.09, 4.66)
O (-3.75, 2.07, 3.28)
O (6.24, 3.20, 0.78)
O (-4.36, -3.41, 1.77)
O (-4.29, -3.65, -1.09)
O (-5.19, 0.53, 0.34)
O (-0.82, 2.47, -1.56)
O (-3.18, -0.33, 5.12)
O (0.71, -8.11, -0.24)
O (2.30, 0.90, 3.24)
O (-2.92, -1.42, -1.92)
O (2.89, 2.00, -2.69)
O (-6.56, 3.05, 2.90)
O (7.73, 0.08, -3.64)
O (-5.81, 1.12, -1.77)
C (7.45, 1.14, -4.53)
C (1.43, 2.07, 2.93)
C (-2.45, 0.09, 3.96)
C (-4.54, 2.67, -0.36)
C (2.99, 0.60, -2.88)
C (3.84, 2.57, -1.78)
C (6.77, 2.02, 1.15)
C (6.05, 0.88, -5.03)
C (6.89, 3.94, -0.30)
C (-5.86, -0.86, 0.13)
C (0.50, 1.60, 1.85)
C (-0.42, 2.58, -4.35)
C (-7.56, 4.00, 2.67)
C (6.16, 1.58, 2.55)
C (3.83, 0.28, -4.17)
C (-4.10, -4.70, -0.25)
C (-7.25, -0.78, 0.51)
C (-4.81, -3.27, 3.07)
C (1.80, -0.10, 3.99)
C (9.05, 0.14, -2.99)
C (-0.28, 3.31, -2.14)
C (-1.88, 4.60, 2.40)
C (-3.62, -2.22, -2.84)
C (2.02, -4.35, -0.09)
C (-2.37, -1.10, 6.02)
C (-3.45, -3.60, -2.25)
C (0.05, 4.59, -1.38)
C (-3.32, 0.79, 2.96)
C (-0.53, 3.27, -5.75)
C (6.22, 5.28, -0.38)
C (-2.54, -0.15, -2.46)
C (-5.60, 3.29, 3.91)
C (2.81, -1.31, 4.04)
C (-5.24, 1.27, -0.76)
C (1.39, -5.49, 0.65)
C (-1.30, -7.33, -1.40)
C (2.13, -3.43, -3.89)
C (-1.23, -1.68, 0.76)
C (0.00, -7.21, -0.51)
C (-4.80, -4.59, 1.06)
C (5.88, -2.27, 0.54)
C (-4.80, 2.11, 4.26)
H (-2.45, -3.75, -1.91)
H (0.92, 0.76, 1.24)
H (-7.65, -1.74, 0.84)
H (-1.32, 4.03, -5.76)
H (2.24, -4.65, -1.09)
H (-1.59, 4.33, 1.36)
H (0.19, 1.69, -4.34)
H (-1.97, -0.82, 3.49)
H (-5.87, -4.44, 0.97)
H (-7.42, 4.48, 1.72)
H (-4.64, -5.49, 1.65)
H (-1.78, -0.81, 1.04)
H (2.40, -3.18, -2.87)
H (-3.39, 0.37, -2.96)
H (8.16, 1.04, -5.33)
H (5.78, 1.64, -5.82)
H (4.98, -1.64, 0.63)
H (-2.97, -1.15, 6.92)
H (3.56, 0.16, -1.97)
H (3.95, -0.83, -4.25)
H (-5.28, -1.50, 0.82)
H (-2.31, 0.44, -1.59)
H (-4.58, -5.61, -0.65)
H (-1.91, -2.40, 0.16)
H (-4.71, -2.16, 3.30)
H (8.00, 3.94, -0.14)
H (6.11, -0.18, -5.44)
H (-5.42, 1.24, 4.21)
H (-4.36, 2.23, 5.20)
H (9.82, 0.12, -3.74)
H (4.55, 3.31, -2.14)
H (6.71, -1.79, 1.09)
H (6.72, 3.37, -1.23)
H (-5.85, -3.60, 3.32)
H (-8.50, 3.42, 2.64)
H (-2.41, 3.76, 2.92)
H (2.00, -6.42, 0.80)
H (-0.81, 2.48, -6.43)
H (0.88, 2.24, 3.82)
H (-2.24, -2.08, 5.54)
H (-3.04, -4.94, -0.16)
H (5.15, 5.11, -0.11)
H (2.84, -3.02, -4.51)
H (3.29, 0.71, -5.02)
H (0.45, 3.65, -6.07)
H (-4.67, -1.95, -2.93)
H (4.55, 1.79, -1.41)
H (6.42, 5.70, -1.36)
H (-4.10, -3.81, 3.77)
H (-1.42, -0.57, 6.28)
H (-7.31, -0.22, 1.43)
H (-3.76, -4.41, -2.88)
H (-3.15, -2.16, -3.85)
H (-4.85, 4.03, 3.58)
H (6.51, 6.00, 0.39)
H (-2.72, 0.91, 2.01)
H (9.13, 1.05, -2.33)
H (2.15, 2.79, 2.64)
H (7.44, 2.10, -4.04)
H (-4.11, 0.14, 2.60)
H (2.85, -3.99, 0.45)
H (1.99, 0.14, -3.00)
H (-1.44, 2.29, -3.98)
H (-5.46, -1.11, -0.91)
H (-7.58, 4.72, 3.46)
H (0.94, -5.23, 1.59)
H (-0.47, 1.28, 2.27)
H (0.23, 2.46, 1.30)
H (-1.62, 0.70, 4.32)
H (3.32, 2.97, -0.94)
H (-6.09, 3.73, 4.80)
H (9.11, -0.80, -2.45)
H (-1.63, -0.13, -3.13)
H (-7.97, -0.28, -0.15)
H (1.21, -3.61, -0.18)


| no. | total energy (eV) | HOMO-LUMO gap (eV) | E_LUMO (eV) |
| --- | --- | --- | --- |
| 1 | -110512.4863 | 5.7 | -1.86 |
| 2 | -160182.3352 | 7.5 | -0.90 |
| 3 | -224608.9422 | 9.7 | 0.35 |